Below is C32H27ClIN5O2PPdTe as an isolated structure, with properties calculated with ωB97M-V/def2-TZVPD.

Geometry as ORCA input:
```
! wB97M-V def2-TZVPD RIJCOSX def2/J DEFGRID3
* xyz 1 5
Pd 0.46658 0.45207 2.86329
Cl -6.35592 -1.46822 4.11155
C -4.81513 -0.69276 3.97468
C -4.72761 0.66267 4.14804
C -3.49226 1.30325 4.05065
I -3.34912 3.38343 4.22907
C -2.29954 0.62874 3.76887
O -1.18397 1.28887 3.66114
C -2.40948 -0.79652 3.54624
N -1.27871 -1.46109 3.20535
C -1.34795 -2.74949 2.97087
C -2.53654 -3.48897 3.07568
C -3.68991 -2.84305 3.42183
C -3.66388 -1.45226 3.66235
H -5.62182 1.23855 4.34235
H -0.41799 -3.23405 2.69074
H -2.53057 -4.55261 2.88194
H -4.62424 -3.37958 3.50711
C 0.57804 -0.17612 -10.54455
O 1.62597 -0.45755 -9.62647
C 1.36593 -0.37264 -8.31702
C 2.46480 -0.51195 -7.46091
C 2.31154 -0.35705 -6.10587
C 1.05648 -0.05717 -5.55678
C -0.04711 0.00512 -6.40995
C 0.09782 -0.15834 -7.77187
C 0.87683 0.17464 -4.14253
N -0.21609 0.62884 -3.57372
C 0.03521 0.67316 -2.23626
C 1.34953 0.23595 -1.97118
N 1.84931 -0.06710 -3.19484
C 2.05964 0.06885 -0.72945
C 3.41615 -0.20854 -0.67191
C 4.04050 -0.45329 0.54866
C 3.28913 -0.39793 1.71204
N 2.00807 -0.07811 1.69540
C 1.35704 0.18147 0.50510
C 0.05951 0.55102 0.87194
N -0.97226 0.91812 0.04253
C -2.20610 1.29880 0.50883
C -2.99887 1.71727 -0.53719
C -2.23718 1.60246 -1.69900
C -0.97037 1.11460 -1.33844
H 1.04433 -0.13128 -11.52376
H 0.10676 0.78385 -10.32431
H -0.17669 -0.96539 -10.54170
H 3.43086 -0.72961 -7.89547
H 3.18680 -0.45015 -5.47414
H -1.02197 0.18268 -5.97695
H -0.77988 -0.12798 -8.40127
H 2.76162 -0.45124 -3.37140
H 4.01760 -0.21588 -1.57251
H 5.09000 -0.70149 0.59349
H 3.73309 -0.61972 2.67355
H -2.42852 1.27777 1.56153
H -4.01610 2.05908 -0.45632
H -2.53365 1.83495 -2.70798
C 2.09510 1.97753 5.53955
P 1.32991 0.39484 5.04906
C 0.04129 0.18218 6.32123
C 2.58671 -0.82955 5.56401
H 2.34431 1.96832 6.60105
H 1.39320 2.78623 5.33679
H 2.99871 2.15086 4.95486
H 0.48907 0.18734 7.31515
H -0.48447 -0.75934 6.16124
H -0.67361 1.00043 6.24052
H 2.80273 -0.71559 6.62576
H 3.50851 -0.68082 5.00138
H 2.21919 -1.83733 5.37155
Te 0.61961 3.71575 -0.77322
*
```

F_max   0.0156 Eh/bohr
⟨S²⟩   6.049
Kohn-Sham gap (alpha / beta)   6.29 / 3.68 eV
Energy   -85845.2014 eV
Relative energy (zero: lowest compared OMol25 entry of this formula, charge and spin)   3.449 eV


Below is one molecule with the formula C6H10O, with properties calculated with ωB97M-V/def2-TZVPD.

Geometry as ORCA input:
```
! wB97M-V def2-TZVPD RIJCOSX def2/J DEFGRID3
* xyz 0 1
C -0.13755 -0.44984 -2.13555
C 0.22240 0.35108 -0.88179
C -0.86433 0.85800 0.11389
C 0.03056 0.37615 1.26020
O 0.35836 1.13777 2.36935
C 0.17708 -1.10999 1.20581
C 1.00542 -0.24121 0.28890
H -1.21643 -0.60400 -2.24603
H 0.35511 -1.42875 -2.16390
H 0.20386 0.11869 -3.00624
H 0.78391 1.23844 -1.19685
H -1.85336 0.38316 0.05693
H -0.98533 1.94291 0.07557
H -0.29922 0.96967 3.05582
H 0.75181 -1.52602 2.03097
H -0.62236 -1.75077 0.83338
H 2.09007 -0.26530 0.33954
*
```

SMILES   C[C@H]1C[C@@]2(O)C[C@@H]12
F_max   0.0058 Eh/bohr
Kohn-Sham gap   10.39 eV
Energy   -8429.7467 eV
Relative energy (zero: lowest compared OMol25 entry of this formula, charge and spin)   1.494 eV